A 8-piece molecular cluster, C21H40NO24S3 overall at a distorted geometry. Source: the Open Molecules 2025 dataset; level of theory: the ωB97M-V functional and the def2-TZVPD basis.

Each line ends with the Mulliken charge.
Geometry (Å):
S -3.4495 -2.6222 -0.9854  1.1646
S 0.9547 -5.0317 0.0318  1.1971
S -0.1953 2.0137 3.9912  1.1772
O -0.5522 1.1540 0.1023  -0.2595
O 2.5854 0.7416 -5.1315  -0.3330
O -2.7185 -2.0179 -1.9728  -0.5312
O 0.8708 6.0337 -0.4038  -0.3463
O -0.7413 3.0380 5.1876  -0.3254
O 0.7939 2.7597 3.1438  -0.5592
O -2.2145 4.0732 -3.8031  -0.3614
O 2.8086 5.7859 -1.3828  -0.3699
O 0.1357 0.8558 4.7227  -0.6097
O 1.0021 1.3781 -1.4099  -0.3778
O 1.6283 -6.2967 -0.2604  -0.7114
O 2.9872 0.8351 -7.3643  -0.6418
O -4.2797 4.8844 -4.1888  -0.6159
O 2.3362 -0.9510 3.3829  -0.3720
O -3.8329 3.6177 -2.3731  -0.3895
O 4.0428 -0.3994 2.1458  -0.3540
O 1.4843 -4.2789 1.2243  -0.5247
O 4.1270 2.0132 -5.9191  -0.3154
O 1.7169 7.7457 -1.7321  -0.6153
O -0.6011 -5.4944 0.3080  -0.1873
O 0.2268 -0.7098 -0.6630  -0.2685
O -4.8291 -2.3725 -0.6892  -0.6883
O 4.2931 -0.4491 4.4210  -0.6346
O -3.4789 -4.2867 -1.3887  -0.3535
N 0.1596 0.6007 -0.7558  0.1738
C -1.6352 3.2317 -2.7082  0.2944
C -0.5104 4.5106 7.0753  -1.2967
C -2.5538 -2.4029 0.5266  0.0282
C -3.4710 4.2306 -3.5272  0.5614
C -2.7306 -4.7197 -2.4411  0.1003
C 1.7773 -1.0373 2.0868  0.5576
C 0.9287 -4.1153 -1.4280  -0.9011
C 3.6007 -0.5065 3.3938  0.6224
C -2.4337 -6.3896 1.6012  -0.8115
C -2.5205 -6.1854 -2.5463  -1.0918
C 3.2056 1.1681 -6.1949  0.6853
C 0.1913 3.6610 6.1131  -0.2483
C -2.7085 3.0659 -1.7371  0.1672
C 2.5358 4.4483 -0.7526  0.3244
C -0.9016 -6.3762 1.3712  -0.8686
C 1.3026 4.7866 0.0001  0.1592
C 2.9470 1.4412 -4.0007  -0.1668
C -1.7216 1.7976 3.1224  -0.7379
C 3.0191 -0.7685 1.2078  0.3633
C 1.8053 6.5972 -1.2452  0.6462
C 4.3127 2.0946 -4.4464  -0.0763
H -0.8785 5.3977 6.5516  0.2868
H -2.1799 -1.4532 0.3443  -0.0492
H -0.6285 3.5760 -2.3143  -0.1059
H 2.3121 3.7957 -1.3777  -0.2705
H -1.9194 0.8446 2.4826  0.0393
H -2.0927 -6.5212 -3.4635  0.3768
H 1.4927 4.6780 1.0763  0.2850
H 1.0977 -0.1555 1.8025  -0.3382
H -1.8491 2.5920 2.4316  0.3218
H 4.3596 3.2198 -3.8355  0.1604
H 3.2732 -1.6830 0.6145  0.0615
H -1.5050 2.1910 -3.2186  0.1429
H 0.3692 -3.1728 -1.4330  0.1205
H -3.0918 -6.7684 0.7692  0.2411
H 2.9932 0.6425 -3.2717  0.1887
H 5.2067 1.6558 -4.1523  0.2961
H -2.7647 -5.3637 1.9724  0.1309
H -3.2882 -4.4126 -3.3971  0.3449
H -2.4050 1.6291 3.9086  0.4689
H -1.3222 3.9570 7.2825  0.3519
H -1.7315 -2.9832 0.4481  -0.3378
H -3.7180 -6.5363 -2.5512  0.2444
H 3.3109 4.0582 -0.0921  0.3176
H 2.6866 -0.0453 0.4608  -0.0707
H -0.0533 4.9548 7.9315  0.3973
H 0.8278 2.8222 6.6217  0.2564
H 2.1937 2.0327 -3.7618  0.1912
H -0.2216 -6.1335 2.2090  0.5030
H 1.9009 -3.5744 -1.6479  0.4045
H -2.1437 -6.3356 -1.6410  0.0973
H 0.9667 -4.6690 -2.3236  0.4611
H -2.6128 -6.9998 2.5122  0.3915
H 1.0047 -1.8165 1.9031  0.0713
H 0.6456 4.0040 0.0015  -0.1087
H -1.8025 -4.2622 -2.3888  0.1451
H -0.4842 -7.2256 1.2387  0.6080
H -2.9058 2.0530 -1.5279  0.1161
H -2.6181 3.5991 -0.7580  0.1072
H -3.1851 -2.6866 1.3158  0.4351
H 1.0606 3.9427 5.5689  0.4383

* energy relative to the best compared isomer or geometry (same formula, charge and spin): 0.0 kcal per mole
* charge: -1
* lowest unoccupied orbital energy: 0.070 Eh
* E_tot: -105550.77099 eV
* E_HOMO: -7.4 eV
* gap between HOMO and LUMO: 9.34 eV
* max |F|: 8.6 eV/A

C21H40O39S9 as an isolated structure at a distorted geometry. Source: the Open Molecules 2025 dataset; level of theory: the ωB97M-V functional and the def2-TZVPD basis.

Each line ends with the Mulliken charge.
Geometry (Å):
S 17.6728 12.2154 16.2327  1.1191
S 16.3461 10.5864 10.3177  1.0118
S 11.5662 14.2971 8.1998  0.9402
S 14.4688 18.0737 11.6514  1.0367
S 20.5294 14.5718 12.0675  1.0670
S 16.7561 17.0584 16.5853  1.4192
S 13.3174 14.3092 18.3814  0.9771
S 10.2864 13.9106 12.5579  1.0934
S 13.1397 9.1875 15.5786  1.0443
O 17.2544 12.4411 14.8856  -0.3010
O 12.3334 10.3106 14.8277  -0.4520
O 19.1218 11.6008 16.1976  -0.3650
O 16.3550 9.2672 9.7744  -0.6712
O 12.1079 13.3460 18.1977  -0.4452
O 13.7676 14.6821 13.0207  0.6784
O 15.0887 14.1169 11.3374  -0.4375
O 13.6192 18.3650 10.4465  -0.4750
O 11.2349 14.9752 9.4072  -0.3671
O 14.3691 9.0862 14.6034  -0.3506
O 14.0400 13.4245 19.4522  -0.4219
O 10.8854 14.6429 6.9706  -0.6849
O 9.4227 14.8955 11.6482  -0.2723
O 13.3265 17.4439 12.5126  -0.3595
O 11.3051 13.2600 11.8192  -0.3400
O 18.9131 14.6881 11.9256  0.0014
O 20.8322 16.1052 12.2226  -0.3552
O 17.1828 10.5112 11.6825  -0.4164
O 16.7953 11.5115 17.1395  -0.7002
O 18.0279 13.5931 16.8829  -0.1829
O 13.1060 14.4427 8.0447  -0.3502
O 13.6951 9.7319 16.8036  -0.4938
O 15.8846 14.2162 13.4448  0.3085
O 20.8652 13.8261 13.2505  -0.5233
O 11.5266 12.7301 8.4370  -0.4269
O 12.4640 7.9523 15.5637  -0.6285
O 17.9659 16.8133 15.8897  -0.6522
O 15.3613 16.9807 11.3812  -0.3273
O 15.5638 17.3070 15.8141  -0.6162
O 16.5904 16.0214 17.7747  -0.1197
O 13.9641 14.3885 17.0880  -0.1778
O 14.9853 19.2121 12.2333  -0.6361
O 9.0627 12.9179 12.7689  -0.3685
O 17.3025 11.6988 9.6086  -0.3605
O 17.0343 18.2827 17.5255  -0.4226
O 15.1335 11.3342 10.4838  -0.2918
O 10.6084 14.5236 13.7794  -0.6419
O 12.9138 15.4689 19.1188  -0.6452
O 21.0394 14.1839 10.8199  -0.6008
C 12.5515 11.9335 18.4254  0.2328
C 15.2778 14.3940 14.7660  0.8887
C 13.3849 11.2419 14.2340  1.4194
C 12.6669 12.2786 9.0808  0.3747
C 16.3339 16.7566 19.0179  -0.1405
C 13.9387 15.0088 14.4389  -0.1923
C 8.1232 12.9502 11.7546  -0.3199
C 19.8183 16.7910 11.4547  -0.6090
C 13.8135 13.1719 8.4132  0.3408
C 18.4007 12.0211 10.3766  0.0155
C 19.3791 13.9343 16.2920  -0.0400
C 18.0250 11.6701 11.7985  0.6079
C 12.3769 16.8099 11.6836  0.7813
C 13.8508 11.9963 19.1056  -0.0691
C 14.9936 14.3218 12.5103  -0.6363
C 8.6627 14.0246 10.7784  -0.2092
C 12.5831 17.3010 10.2879  -0.3661
C 20.1247 12.6652 16.1998  -0.4191
C 16.1346 18.1869 18.6364  -0.4675
C 14.5172 10.3664 13.8026  0.5951
C 18.5069 16.1026 11.8679  0.1389
H 16.4319 18.9601 19.4044  0.2958
H 14.0556 16.0848 14.6220  0.1028
H 19.8264 17.8193 11.7791  0.3942
H 15.4737 16.2589 19.4243  0.1527
H 15.1376 13.4333 15.2460  -0.7580
H 18.0982 16.4002 12.7994  0.0505
H 19.2855 14.3182 15.3556  -0.1814
H 7.9300 14.6479 10.3347  0.4264
H 19.2814 11.4146 9.9814  0.2132
H 14.6964 11.6351 18.6257  0.0461
H 19.7692 14.6861 16.9339  0.6082
H 14.2726 12.8000 7.5104  0.3074
H 14.5697 13.3690 9.1649  -0.2247
H 15.1153 18.3544 18.2372  0.2684
H 7.1997 13.2933 12.2144  0.3013
H 18.5132 13.0691 10.1766  0.2290
H 19.9058 16.7145 10.4050  0.3611
H 12.9443 11.7745 13.3816  -0.2210
H 12.9986 16.5394 9.6536  0.1913
H 18.9358 11.3299 12.3327  0.4035
H 14.5447 10.1744 12.7324  0.0052
H 11.3947 17.0570 12.0846  0.3907
H 11.8415 11.4944 19.1457  0.3671
H 9.2695 13.6754 10.0024  -0.0741
H 17.4507 12.3705 12.3743  -0.6260
H 12.5496 11.4008 17.4963  -0.1788
H 16.0358 14.9284 15.3310  -0.6058
H 12.6576 12.3501 10.1390  -0.1699
H 12.5382 15.7606 11.6667  -0.5370
H 13.5329 11.9258 15.0851  -0.5862
H 17.1793 16.7012 19.7165  0.2557
H 15.5104 10.7860 14.0539  -0.3648
H 13.8129 11.4710 20.0876  0.2812
H 13.0606 14.5857 14.8875  0.4420
H 20.7444 12.5605 15.2990  0.2183
H 11.8223 17.7705 9.7660  0.3529
H 7.9754 11.9739 11.2610  0.3154
H 17.7364 16.2895 11.1362  0.1719
H 20.7646 12.4820 17.0322  0.3164
H 12.7351 11.1689 8.8244  0.3167

* lowest unoccupied orbital energy: 0.006 Eh
* E_tot: -199786.28915 eV
* E_HOMO: -10.5 eV
* gap between HOMO and LUMO: 10.71 eV
* max |F|: 4.2 eV/A